# 1
{"formula": "C4H12N2", "method": "ωB97M-V/def2-TZVPD", "homo_lumo_gap_ev": 3.52, "largest_force_ev_per_a": 2.48, "total_energy_ha": -268.80668, "e_lumo_ev": -3.12, "relative_energy_kcal_mol": 194.3, "species": ["C", "C", "C", "N", "C", "N", "H", "H", "H", "H", "H", "H", "H", "H", "H", "H", "H", "H"], "coordinates": [[0.99092, 1.43795, 0.58027], [-0.11376, 0.40927, 0.73162], [-0.69690, 0.10936, -0.61887], [3.13599, -0.60154, 0.02098], [2.30766, -1.27565, -0.53270], [-2.98521, -0.70402, 0.19112], [0.59304, 2.44233, 0.43564], [1.44873, 1.55097, 1.56413], [1.72447, 0.98337, -0.05752], [-0.91915, 0.62988, 1.43553], [0.39570, -0.47653, 1.12777], [-1.81440, -0.36404, -0.45326], [-0.81382, 1.03528, -1.19380], [-0.33215, -0.70278, -1.25313], [1.97126, -2.28983, -0.30836], [1.92251, -0.68175, -1.42157], [-3.49356, 0.10916, -0.13832], [-3.32132, -1.61141, -0.10951]], "forces_ev_per_angstrom": [[-0.923, 0.386, 1.866], [0.221, -1.064, 0.033], [1.582, 0.766, -0.865], [0.975, 0.046, 0.986], [0.166, 0.290, -0.481], [1.663, 0.857, 0.582], [0.189, -0.067, -1.032], [0.410, -0.233, 0.078], [0.393, 0.991, -0.606], [0.125, 0.344, -0.029], [-0.409, -0.145, 0.024], [-2.084, -0.971, 0.942], [-0.337, -0.258, -0.104], [0.260, -0.044, 0.196], [-0.250, -0.238, -0.192], [-1.175, -0.458, -0.310], [-0.612, -0.464, -0.334], [-0.194, 0.261, -0.754]]}



# 2
{"formula": "C4H12N2", "method": "ωB97M-V/def2-TZVPD", "homo_lumo_gap_ev": 10.00, "largest_force_ev_per_a": 0.67, "smiles": "CNC[C@H](C)N", "total_energy_ha": -269.09399, "e_lumo_ev": 1.18, "relative_energy_kcal_mol": 14.0, "species": ["C", "N", "C", "C", "C", "N", "H", "H", "H", "H", "H", "H", "H", "H", "H", "H", "H", "H"], "coordinates": [[-1.94325, -0.11354, -1.41383], [-1.55998, 0.79515, -0.33551], [-0.09734, 0.85386, -0.18802], [0.50854, -0.41645, 0.47534], [1.22015, -0.06811, 1.78465], [1.45826, -1.08381, -0.42862], [-3.03507, -0.15886, -1.47481], [-1.58606, -1.13331, -1.24296], [-1.56886, 0.23819, -2.38098], [-1.90052, 1.72702, -0.57132], [0.36700, 1.06285, -1.16070], [0.12673, 1.72923, 0.43429], [-0.28484, -1.13455, 0.71378], [2.08049, 0.58851, 1.61247], [0.53775, 0.44188, 2.47316], [1.58120, -0.97284, 2.28652], [1.85676, -1.89439, 0.04466], [2.23905, -0.46083, -0.62812]], "forces_ev_per_angstrom": [[-0.425, 0.194, -0.021], [0.328, -0.230, 0.056], [-0.307, 0.169, 0.255], [0.589, 0.308, 0.047], [-0.362, 0.155, 0.387], [-0.145, -0.183, -0.250], [0.113, -0.009, 0.016], [0.103, 0.240, 0.078], [0.114, -0.193, -0.165], [0.108, -0.294, 0.169], [0.259, -0.329, -0.062], [-0.039, -0.189, 0.021], [-0.044, 0.228, -0.230], [-0.111, -0.045, -0.077], [0.084, -0.026, 0.004], [-0.027, 0.097, -0.102], [-0.086, 0.191, -0.157], [-0.152, -0.085, 0.031]]}



# 3
{"formula": "C4H12N2", "method": "ωB97M-V/def2-TZVPD", "homo_lumo_gap_ev": 9.25, "largest_force_ev_per_a": 3.29, "smiles": "CC(C)NCN", "total_energy_ha": -269.06647, "e_lumo_ev": 1.05, "relative_energy_kcal_mol": 31.3, "species": ["C", "C", "C", "N", "C", "N", "H", "H", "H", "H", "H", "H", "H", "H", "H", "H", "H", "H"], "coordinates": [[-1.34119, -1.04171, 0.91419], [-0.10784, -0.14644, 0.82295], [0.37366, 0.44809, 2.14005], [-0.02064, 0.63364, -0.41528], [0.65288, 0.00512, -1.55743], [0.77568, 0.88189, -2.66049], [-1.02646, -2.08544, 0.95401], [-1.95728, -0.75574, 1.77309], [-1.94341, -0.91830, 0.00765], [0.66335, -0.87858, 0.54113], [-0.27107, 0.10052, 2.96963], [1.45692, 0.44667, 2.46555], [0.06049, 1.50451, 2.21751], [-0.80133, 1.22289, -0.65069], [1.68350, -0.20769, -1.26419], [0.15967, -0.93947, -1.82386], [-0.01098, 0.89909, -3.29111], [1.65406, 0.83095, -3.14270]], "forces_ev_per_angstrom": [[-0.611, 0.497, 0.047], [2.055, -1.761, -1.864], [-0.853, 1.810, 1.364], [0.460, 0.976, 0.713], [-0.071, -0.171, 0.921], [-0.462, 0.931, -0.564], [-0.331, 0.020, 0.359], [-0.076, -0.371, -0.091], [0.022, -0.075, 0.160], [0.156, -0.090, 0.573], [0.671, -0.636, -0.222], [-1.188, -0.441, -0.866], [0.379, 0.027, -0.501], [-0.133, -0.038, -0.110], [-0.128, -0.314, 0.313], [-0.005, -0.218, -0.023], [0.153, -0.100, -0.092], [-0.037, -0.045, -0.117]]}



# 4
{"formula": "C4H12N2", "method": "ωB97M-V/def2-TZVPD", "homo_lumo_gap_ev": 8.76, "largest_force_ev_per_a": 4.58, "total_energy_ha": -268.92916, "e_lumo_ev": 0.97, "relative_energy_kcal_mol": 117.5, "species": ["C", "C", "C", "C", "N", "N", "H", "H", "H", "H", "H", "H", "H", "H", "H", "H", "H", "H"], "coordinates": [[2.19686, -0.60113, -0.39810], [0.84687, 0.05082, -0.05071], [-0.36828, -0.86512, -0.18832], [-1.62288, -0.25361, -0.23461], [-1.92878, 1.00667, 0.04158], [0.91029, 0.58956, 1.31561], [2.08483, -1.67248, -0.47694], [2.88275, -0.37968, 0.40661], [2.61981, -0.20250, -1.29816], [0.68920, 0.87079, -0.75519], [-0.20079, -1.74452, -0.78066], [-1.00289, -0.76825, 0.86116], [-2.44775, -0.92042, -0.55424], [-1.90716, 0.32490, -2.92044], [-1.23281, 0.27197, -2.61716], [-2.27255, 1.14914, 0.98618], [0.02226, 0.96518, 1.61312], [1.54274, 1.37164, 1.31606]], "forces_ev_per_angstrom": [[-0.734, 0.032, 0.597], [0.030, 0.394, 0.261], [1.441, 1.564, 0.279], [-3.524, 2.614, -1.297], [1.454, -1.109, 0.689], [0.177, -0.505, 0.162], [0.210, -0.369, -0.065], [0.262, -0.113, 0.233], [0.112, 0.091, -0.630], [-0.277, 0.076, -0.171], [-0.358, -0.889, 0.529], [1.728, -2.173, 0.103], [0.189, -0.461, 0.322], [0.028, -0.013, -0.055], [0.011, 0.032, -0.157], [-0.803, 0.419, -0.600], [-0.253, 0.183, -0.319], [0.306, 0.225, 0.121]]}



# 5
{"formula": "C4H12N2", "method": "ωB97M-V/def2-TZVPD", "homo_lumo_gap_ev": 9.91, "largest_force_ev_per_a": 2.27, "smiles": "C/N=C\\N.CC", "total_energy_ha": -269.08065, "e_lumo_ev": 0.90, "relative_energy_kcal_mol": 22.4, "species": ["C", "N", "C", "N", "H", "H", "H", "H", "H", "H", "C", "C", "H", "H", "H", "H", "H", "H"], "coordinates": [[-2.26712, 0.55853, -0.15875], [-1.27818, 1.30498, -0.90696], [-0.43030, 1.99732, -0.21775], [-0.69421, 2.45813, 1.05136], [-2.81741, -0.09248, -0.82371], [-2.97995, 1.18475, 0.41834], [-1.77228, -0.09439, 0.57523], [0.48655, 2.41455, -0.65318], [-1.25069, 1.77046, 1.60456], [0.10027, 2.89983, 1.58088], [2.03885, -1.99484, -0.91188], [1.20771, -1.55820, 0.30889], [2.74595, -2.77022, -0.62778], [2.61178, -1.18531, -1.40876], [1.37818, -2.45150, -1.67206], [1.79207, -1.16900, 1.14398], [0.45062, -0.81379, 0.03842], [0.67815, -2.45882, 0.65916]], "forces_ev_per_angstrom": [[-0.265, 0.509, 0.553], [2.126, -0.139, 0.492], [-1.568, 0.302, -1.005], [0.889, -0.701, 1.966], [-0.211, 0.018, -0.168], [0.125, -0.156, -0.373], [-0.028, -0.001, 0.000], [-0.489, -0.103, -0.259], [0.708, 1.173, -0.367], [-1.284, -0.924, -0.835], [-0.123, 0.249, -0.305], [-0.251, -0.472, -0.398], [0.157, -0.035, 0.056], [-0.406, -0.322, 0.396], [0.255, 0.316, 0.292], [0.140, -0.022, -0.146], [0.168, -0.086, -0.007], [0.058, 0.393, 0.109]]}



# 6
{"formula": "C4H12N2", "method": "ωB97M-V/def2-TZVPD", "spin_multiplicity": 2, "homo_lumo_gap_ev": [7.40, 8.99], "largest_force_ev_per_a": 2.39, "s_squared": 0.756, "total_energy_ha": -268.74795, "e_lumo_ev": [-3.63, -3.83], "relative_energy_kcal_mol": 33.2, "total_charge": 1, "species": ["C", "C", "C", "C", "N", "N", "H", "H", "H", "H", "H", "H", "H", "H", "H", "H", "H", "H"], "coordinates": [[-0.80709, -0.29239, -0.07296], [-0.13003, 0.51067, -1.11742], [1.17055, 0.97577, -0.38812], [2.11591, 0.07819, -0.20289], [3.03371, 0.25420, 0.97026], [-3.54895, -0.99178, 0.02907], [-1.02226, 0.14310, 0.89311], [-0.98962, -1.35092, -0.10378], [-0.74716, 1.37569, -1.34647], [0.08588, 0.05735, -2.08161], [0.98581, 1.94161, 0.04372], [2.00440, -0.93053, -0.54027], [2.56551, 0.90161, 1.60027], [3.93028, 0.63540, 0.66757], [3.17524, -0.61246, 1.48919], [-3.74839, -0.05420, -0.30266], [-3.87055, -1.08645, 0.98334], [-4.20323, -1.55487, -0.52036]], "forces_ev_per_angstrom": [[-0.062, -0.443, 0.232], [0.657, 0.632, 0.204], [-1.909, -0.810, -1.195], [-0.308, 0.415, 1.147], [-0.076, 0.193, -0.689], [-0.640, -0.380, -0.672], [-0.064, 0.323, -0.117], [0.170, -0.122, -0.380], [0.117, 0.336, -0.047], [-0.046, -0.528, 0.202], [0.831, 0.315, 0.578], [0.400, -0.325, -0.296], [0.283, 0.220, 0.179], [0.198, -0.042, 0.293], [0.121, -0.115, -0.123], [0.060, 0.171, 0.377], [-0.053, 0.261, 0.138], [0.321, -0.102, 0.170]]}



no.,M (g mol⁻¹)
1,88.154
2,88.154
3,88.154
4,88.154
5,88.154
6,88.154